Record 1
This record from OMol25 describes a molecular structure, C24H27NOPdSi at a distorted geometry. The level of theory is ωB97M-V with the def2-TZVPD basis set.

Structure (ORCA input):
```
! wB97M-V def2-TZVPD RIJCOSX def2/J DEFGRID3
* xyz 0 3
C 0.93 2.21 1.36
C -0.10 2.53 0.41
C -1.36 2.47 1.09
H 0.04 2.77 -0.64
C -1.10 2.16 2.46
C 0.32 2.03 2.63
H 0.84 1.87 3.57
H 2.00 2.18 1.15
H -2.33 2.64 0.65
H -1.85 2.10 3.25
Pd -0.43 0.39 1.09
C -1.63 -2.10 -3.01
H -2.64 -1.68 -2.94
H -1.69 -3.19 -3.20
H -1.09 -1.65 -3.85
Si -0.46 -0.69 -1.15
C 1.32 -0.64 -1.65
C 2.03 0.57 -1.73
H 1.58 1.49 -1.36
C 3.29 0.61 -2.32
H 3.82 1.56 -2.38
C 3.86 -0.56 -2.82
H 4.83 -0.52 -3.32
C 3.19 -1.78 -2.71
H 3.63 -2.71 -3.09
C 1.93 -1.83 -2.10
H 1.40 -2.78 -2.00
C -1.48 0.69 -1.88
C -1.02 1.30 -3.05
H -0.02 1.06 -3.42
C -1.86 2.14 -3.78
H -1.50 2.56 -4.72
C -3.14 2.43 -3.29
H -3.78 3.11 -3.85
C -3.59 1.87 -2.09
H -4.59 2.11 -1.69
C -2.76 0.99 -1.39
H -3.12 0.55 -0.45
H -0.94 -1.50 0.02
H -1.01 -1.98 -2.00
O -2.08 -0.86 3.10
C -1.14 -0.68 4.17
C 0.20 -1.19 3.72
C 0.95 -1.95 4.61
C 2.13 -2.56 4.19
C 2.56 -2.33 2.89
C 1.81 -1.49 2.07
N 0.66 -0.94 2.48
H -2.97 -0.61 3.41
H -1.04 0.38 4.46
H -1.43 -1.26 5.05
H 0.54 -2.03 5.62
H 2.68 -3.20 4.88
H 3.46 -2.78 2.49
H 2.13 -1.25 1.05
*
```

Results
E_HOMO (spin up / spin down) = -4.357 / -6.353 eV
Kohn-Sham gap (spin up / spin down) = 4.9 / 6.6 eV
total energy = -40216.104 eV

These are the Löwdin partial charges, in e, on atoms 1 to 4:
1 C -0.197
2 C -0.215
3 C -0.195
4 H 0.090

Record 2
This record from OMol25 describes a molecular structure, C27H108Br2N2O40S at a distorted geometry. The level of theory is ωB97M-V with the def2-TZVPD basis set.

Structure (ORCA input):
```
! wB97M-V def2-TZVPD RIJCOSX def2/J DEFGRID3
* xyz 0 1
C 0.44 3.37 0.39
C 0.69 2.29 -0.03
C 0.99 0.95 -0.43
C 0.18 0.28 -1.55
C 0.77 -1.07 -1.57
C 1.20 -2.14 -1.77
O 0.14 0.88 -2.77
C 1.31 1.34 -3.44
C 2.40 0.34 -3.79
C 3.49 0.10 -2.75
C 1.85 2.68 -2.96
C 2.34 3.56 -4.10
C 3.84 3.53 -4.34
C 4.08 4.45 -5.55
C 4.62 4.14 -3.19
C -1.37 0.07 -1.17
C -1.71 0.17 0.29
C -1.42 -1.05 1.15
O -2.24 -1.92 1.14
N -0.34 -1.19 2.01
C 0.72 -2.05 1.56
C 0.06 -0.03 2.80
O -1.65 -1.37 -1.47
C -2.14 -1.58 -2.60
N -2.31 -1.97 -3.67
O -2.25 0.69 -2.05
C -2.84 1.92 -1.84
O -2.15 2.82 -1.13
C -2.84 4.04 -0.82
C -1.97 5.27 -1.03
C -3.11 2.48 -3.30
Br -1.53 3.49 -3.90
C -3.33 1.36 -4.33
C -4.62 0.59 -4.19
Br -3.48 2.22 -6.13
S -4.55 1.60 -1.05
C -4.99 -0.15 -1.08
O -4.54 1.96 0.34
O -5.61 2.35 -1.68
H 0.14 4.31 0.68
H 0.93 0.31 0.44
H 2.01 0.93 -0.74
H 1.59 -3.08 -1.97
H 0.94 1.62 -4.41
H 2.86 0.71 -4.67
H 1.92 -0.59 -4.04
H 3.36 -0.77 -2.17
H 4.41 -0.05 -3.28
H 3.67 0.91 -2.06
H 2.62 2.57 -2.21
H 1.06 3.23 -2.50
H 1.84 3.33 -5.03
H 2.08 4.57 -3.86
H 4.22 2.56 -4.59
H 3.80 5.43 -5.22
H 5.11 4.47 -5.86
H 3.43 4.18 -6.36
H 4.69 5.20 -3.33
H 5.62 3.73 -3.19
H 4.12 3.99 -2.25
H -2.78 0.24 0.37
H -1.33 1.05 0.79
H 1.57 -1.56 1.11
H 1.10 -2.70 2.33
H 0.31 -2.69 0.81
H -0.59 0.82 2.74
H 1.07 0.25 2.53
H 0.12 -0.30 3.83
H -3.77 4.20 -1.33
H -3.08 4.01 0.22
H -2.44 5.99 -1.67
H -1.70 5.72 -0.09
H -1.05 4.99 -1.50
H -3.89 3.20 -3.33
H -2.49 0.73 -4.43
H -5.45 1.16 -3.83
H -4.88 0.24 -5.16
H -4.42 -0.30 -3.62
H -4.17 -0.81 -0.92
H -5.63 -0.27 -0.24
H -5.59 -0.39 -1.93
O -2.49 0.12 -8.71
H -2.76 0.52 -7.88
H -2.94 -0.73 -8.70
O 2.08 -1.92 5.02
H 2.04 -2.62 5.68
H 1.29 -2.06 4.49
O 1.89 -0.90 7.81
H 1.30 -0.14 7.77
H 2.15 -1.06 6.90
O -4.44 -3.86 1.60
H -3.69 -3.40 2.00
H -4.06 -4.70 1.31
O 0.37 1.61 8.74
H 0.01 1.20 9.53
H -0.23 2.34 8.55
O 4.65 -1.72 -0.69
H 5.36 -1.21 -0.28
H 5.06 -2.55 -0.96
O 5.77 0.59 0.56
H 6.51 0.80 1.15
H 5.31 1.43 0.45
O 0.11 1.45 5.36
H -0.33 1.35 6.21
H 1.04 1.59 5.58
O -2.06 -4.88 4.37
H -1.98 -4.24 3.65
H -2.81 -5.44 4.12
O -1.50 -6.01 7.01
H -1.43 -5.64 6.11
H -1.57 -6.97 6.86
O 6.92 1.74 -3.61
H 7.61 2.24 -3.16
H 7.37 0.95 -3.92
O -4.64 -5.57 7.34
H -5.13 -5.72 8.15
H -3.73 -5.43 7.63
O -6.91 5.25 -1.78
H -6.57 4.35 -1.73
H -6.41 5.73 -1.12
O 1.38 -3.43 9.61
H 1.53 -2.77 8.93
H 0.63 -3.93 9.27
O 3.19 7.45 -6.20
H 2.49 8.12 -6.14
H 3.39 7.42 -7.14
O -4.63 -0.51 1.93
H -4.26 -1.40 1.98
H -4.11 -0.01 2.57
O 1.23 -5.66 7.86
H 1.11 -6.46 8.38
H 0.47 -5.65 7.26
O -2.70 1.65 5.98
H -2.45 1.24 5.15
H -3.49 2.16 5.78
O -2.19 -5.27 10.09
H -2.83 -4.55 10.12
H -1.98 -5.37 9.15
O 9.63 3.15 -4.13
H 8.94 3.82 -4.06
H 9.85 3.13 -5.06
O -1.11 -0.94 7.15
H -1.46 -1.34 7.94
H -1.72 -0.22 6.95
O 3.08 1.68 4.57
H 3.09 2.01 3.67
H 2.99 0.73 4.48
O -3.54 -2.60 -7.37
H -3.94 -3.44 -7.61
H -3.29 -2.71 -6.45
O 4.96 0.10 -5.91
H 5.64 0.63 -5.49
H 5.42 -0.69 -6.21
O -0.88 -4.77 0.72
H -1.49 -4.02 0.75
H -0.75 -4.93 -0.22
O 0.93 -8.33 6.45
H 1.69 -8.00 6.94
H 1.24 -9.15 6.06
O 6.64 -4.13 -1.60
H 7.36 -3.64 -1.19
H 7.04 -4.96 -1.87
O -5.66 4.26 -4.80
H -5.61 3.46 -5.34
H -5.95 3.96 -3.93
O -5.23 -5.10 4.50
H -5.94 -5.65 4.14
H -5.27 -5.25 5.45
O 3.48 1.98 -7.36
H 3.18 1.56 -8.17
H 3.61 1.25 -6.74
O -5.67 -2.92 -0.81
H -6.09 -3.71 -1.18
H -5.41 -3.18 0.08
O 1.58 9.50 -7.46
H 0.88 10.16 -7.39
H 1.78 9.47 -8.40
O 3.02 -8.86 4.61
H 3.32 -9.15 3.75
H 2.30 -8.25 4.42
*
```

Results
E_HOMO = -9.300 eV
Kohn-Sham gap = 9.1 eV
total energy = -265544.488 eV

These are the Löwdin partial charges, in e, on atoms 1 to 4:
1 C 0.155
2 C -0.111
3 C -0.093
4 C -0.335

Record 3
This record from OMol25 describes 2 unconnected molecules or ions with the total composition CClF2N at a distorted geometry. The level of theory is ωB97M-V with the def2-TZVPD basis set.

Structure (ORCA input):
```
! wB97M-V def2-TZVPD RIJCOSX def2/J DEFGRID3
* xyz 0 1
C 0.16 -0.15 0.45
N -0.40 0.01 -0.57
F 1.93 0.20 -0.45
F -1.77 0.08 -0.68
Cl 0.50 -0.40 2.02
*
```

Results
energy above the lowest of the compared OMol25 structures with the same formula, charge and spin = 67.4 kcal/mol
E_HOMO = -11.470 eV
Kohn-Sham gap = 9.6 eV
total energy = -20478.296 eV

These are the Löwdin partial charges, in e, on atoms 1 to 4:
1 C -0.608
2 N 0.084
3 F -0.360
4 F 0.001

Record 4
This record from OMol25 describes C2H3NOS in the gas phase at a distorted geometry. The level of theory is ωB97M-V with the def2-TZVPD basis set.

Structure (ORCA input):
```
! wB97M-V def2-TZVPD RIJCOSX def2/J DEFGRID3
* xyz 0 1
C -1.21 0.76 -0.13
C 1.21 -0.75 0.10
N 0.03 1.23 0.12
O 1.10 0.49 0.43
S -2.03 -0.55 0.44
H -1.84 1.50 -0.76
H 0.54 -1.57 -0.11
H 2.20 -1.10 -0.09
*
```

Results
energy above the lowest of the compared OMol25 structures with the same formula, charge and spin = 118.3 kcal/mol
E_HOMO (spin up / spin down) = -8.564 / -8.545 eV
Kohn-Sham gap (spin up / spin down) = 7.0 / 6.8 eV
total energy = -16490.069 eV

These are the Löwdin partial charges, in e, on atoms 1 to 4:
1 C -0.774
2 C 0.068
3 N -0.057
4 O -0.040

Record 5
This record from OMol25 describes a gas-phase ion, C2H2Cl2N (charge +1) at a distorted geometry. The level of theory is ωB97M-V with the def2-TZVPD basis set.

Structure (ORCA input):
```
! wB97M-V def2-TZVPD RIJCOSX def2/J DEFGRID3
* xyz 1 1
C 1.37 0.46 -0.50
C -1.05 0.45 0.60
N 0.13 0.18 0.37
Cl 2.33 1.63 0.02
Cl -1.91 1.79 -0.30
H 1.53 -0.37 -1.22
H -1.75 0.05 1.31
*
```

Results
energy above the lowest of the compared OMol25 structures with the same formula, charge and spin = 31.9 kcal/mol
E_HOMO (spin up / spin down) = -16.205 / -16.205 eV
Kohn-Sham gap (spin up / spin down) = 8.8 / 8.8 eV
total energy = -28630.711 eV
structure (SMILES) = ClC=[N+]=CCl

These are the Löwdin partial charges, in e, on atoms 1 to 4:
1 C -0.406
2 C -0.434
3 N 0.028
4 Cl 0.969

Record 6
This record from OMol25 describes 2 unconnected molecules or ions with the total composition C3H10OS2 at a distorted geometry. The level of theory is ωB97M-V with the def2-TZVPD basis set.

Structure (ORCA input):
```
! wB97M-V def2-TZVPD RIJCOSX def2/J DEFGRID3
* xyz 0 1
C -1.10 0.85 -2.16
C 0.05 1.78 -1.87
S 0.50 1.92 -0.11
S 2.06 0.62 0.14
C 1.41 -1.01 0.45
H -1.97 1.11 -1.58
H -0.88 -0.18 -1.91
H -1.48 0.93 -3.17
H 0.95 1.60 -2.40
H -0.26 2.79 -2.11
H 2.00 -1.69 -0.16
H 1.46 -1.34 1.48
H 0.36 -1.12 0.19
H -0.84 -2.68 4.86
H -1.20 -1.34 4.35
O -1.06 -2.24 4.03
*
```

Results
energy above the lowest of the compared OMol25 structures with the same formula, charge and spin = 4.8 kcal/mol
E_HOMO = -8.732 eV
Kohn-Sham gap = 9.5 eV
total energy = -26991.084 eV
structure (SMILES) = CCSSC.O

These are the Löwdin partial charges, in e, on atoms 1 to 4:
1 C -0.172
2 C -0.608
3 S 0.468
4 S 0.429

Record 7
This record from OMol25 describes 2 unconnected molecules or ions with the total composition C3H6O4 at a distorted geometry. The level of theory is ωB97M-V with the def2-TZVPD basis set.

Structure (ORCA input):
```
! wB97M-V def2-TZVPD RIJCOSX def2/J DEFGRID3
* xyz 0 1
C 0.45 -1.51 1.37
C 0.60 1.62 -0.67
C -1.59 0.01 -0.96
O -1.71 -1.16 -0.66
O 0.72 -1.01 0.12
O -0.16 0.55 -0.15
O -2.01 0.82 -1.72
H 0.47 -0.74 2.15
H -0.45 -2.12 1.41
H 1.34 -2.14 1.55
H 1.37 1.25 -1.35
H -0.10 2.24 -1.24
H 1.05 2.18 0.15
*
```

Results
energy above the lowest of the compared OMol25 structures with the same formula, charge and spin = 124.8 kcal/mol
E_HOMO (spin up / spin down) = -10.491 / -10.492 eV
Kohn-Sham gap (spin up / spin down) = 8.1 / 8.1 eV
total energy = -11393.280 eV

These are the Löwdin partial charges, in e, on atoms 1 to 4:
1 C -0.121
2 C -0.050
3 C -0.563
4 O 0.092

Record 8
This record from OMol25 describes a molecular structure, C27H30BrClN4O5PRuSTe. The level of theory is ωB97M-V with the def2-TZVPD basis set.

Structure (ORCA input):
```
! wB97M-V def2-TZVPD RIJCOSX def2/J DEFGRID3
* xyz 1 5
Ru 0.79 -2.05 -1.40
O 2.13 2.99 -2.11
C 1.64 3.84 -1.17
C 2.03 5.18 -1.31
C 1.59 6.13 -0.42
C 0.75 5.77 0.64
C 0.36 4.46 0.77
C 0.78 3.48 -0.13
C 0.28 2.08 0.02
O -1.14 1.92 -0.48
N 0.22 1.65 1.39
N 0.56 0.29 1.57
C -0.33 -0.54 1.23
C 0.05 -1.97 1.27
Br -1.56 -1.42 -2.11
C -0.80 -3.00 1.13
C -2.26 -2.92 1.07
C -3.00 -2.03 1.84
C -4.38 -1.98 1.74
C -5.03 -2.83 0.86
C -4.31 -3.74 0.10
C -2.93 -3.80 0.21
H 2.02 2.06 -1.89
H 2.69 5.43 -2.13
H 1.90 7.16 -0.54
H 0.41 6.52 1.35
H -0.31 4.18 1.58
H 0.84 1.35 -0.57
H 0.91 2.18 1.91
H -1.32 -0.25 0.88
H -0.40 -4.01 1.06
H -2.49 -1.40 2.57
H -4.94 -1.29 2.35
H -6.11 -2.79 0.77
H -4.82 -4.41 -0.58
H -2.37 -4.51 -0.38
Cl 2.28 -0.36 -2.13
N -0.43 1.54 -3.14
C -1.06 2.61 -2.73
N -1.46 2.79 -1.47
C -2.17 3.97 -1.22
C -2.76 4.35 -0.03
C -3.40 5.57 0.00
C -3.46 6.38 -1.14
C -2.88 5.99 -2.33
C -2.24 4.76 -2.36
S -1.46 3.97 -3.72
H -0.45 0.68 -2.59
H -0.13 1.46 -4.10
H -2.70 3.71 0.84
H -3.88 5.91 0.91
H -3.97 7.33 -1.09
H -2.94 6.61 -3.21
C 1.58 -6.89 3.04
C 2.43 -5.91 2.27
O 1.68 -5.48 1.10
P 2.19 -4.31 0.20
O 1.32 -4.22 -1.02
Te 2.16 -2.13 1.37
O 3.69 -4.61 -0.13
C 4.89 -3.84 0.19
C 5.24 -2.91 -0.94
H 2.13 -7.24 3.91
H 1.33 -7.75 2.41
H 0.65 -6.42 3.37
H 3.36 -6.37 1.92
H 2.67 -5.03 2.87
H 5.66 -4.59 0.35
H 4.73 -3.31 1.13
H 5.39 -3.47 -1.86
H 6.16 -2.38 -0.70
H 4.45 -2.17 -1.11
*
```

Results
energy above the lowest of the compared OMol25 structures with the same formula, charge and spin = 24.6 kcal/mol
E_HOMO (spin up / spin down) = -10.546 / -10.999 eV
Kohn-Sham gap (spin up / spin down) = 7.8 / 7.7 eV
total energy = -157243.172 eV

These are the Löwdin partial charges, in e, on atoms 1 to 4:
1 Ru 0.639
2 O 0.040
3 C -0.260
4 C 0.003

Record 9
This record from OMol25 describes 2 unconnected molecules or ions with the total composition C3H8NO2 at a distorted geometry. The level of theory is ωB97M-V with the def2-TZVPD basis set.

Structure (ORCA input):
```
! wB97M-V def2-TZVPD RIJCOSX def2/J DEFGRID3
* xyz 1 3
C 0.64 2.62 1.99
C 0.17 -0.68 -1.03
C -0.19 -1.71 -0.05
N -0.71 -0.17 -1.86
O 0.93 1.84 1.10
O 0.04 1.00 0.70
H 1.47 3.16 2.31
H -0.35 2.87 2.43
H 1.25 -0.60 -1.05
H -0.49 -1.22 0.83
H 0.54 -2.41 0.07
H -1.13 -2.28 -0.40
H -1.72 -0.25 -1.76
H -0.35 0.51 -2.50
*
```

Results
energy above the lowest of the compared OMol25 structures with the same formula, charge and spin = 87.1 kcal/mol
E_HOMO (spin up / spin down) = -10.938 / -15.432 eV
Kohn-Sham gap (spin up / spin down) = 6.2 / 9.0 eV
total energy = -8810.933 eV

These are the Löwdin partial charges, in e, on atoms 1 to 4:
1 C -0.049
2 C -0.090
3 C -0.011
4 N 0.235

Record 10
This record from OMol25 describes a molecular structure, C45H66LiNP3Si. The level of theory is ωB97M-V with the def2-TZVPD basis set.

Structure (ORCA input):
```
! wB97M-V def2-TZVPD RIJCOSX def2/J DEFGRID3
* xyz -1 1
Li -0.28 0.54 -0.70
C 4.14 -1.20 -3.14
C 2.84 -1.99 -3.34
C 3.16 -3.37 -3.93
P 1.73 -1.68 -1.86
C 0.20 -2.71 -2.22
C -0.22 -2.54 -3.68
C 0.23 -4.17 -1.80
C 2.45 -2.56 -0.40
C 3.53 -3.42 -0.52
C 4.12 -4.02 0.58
C 3.60 -3.76 1.84
C 2.51 -2.92 1.97
C 1.89 -2.29 0.88
Si 0.40 -1.04 1.07
C 0.95 -0.11 2.68
C 0.92 -0.71 3.95
C 1.34 -0.05 5.10
C 1.76 1.27 5.01
C 1.76 1.91 3.78
C 1.37 1.24 2.61
P 1.31 2.09 0.98
C 0.70 3.83 1.34
C 1.61 4.93 1.87
C -0.58 3.72 2.18
C 3.12 2.25 0.51
C 3.53 0.89 -0.07
C 4.14 2.67 1.56
C -1.04 -2.14 1.77
C -0.86 -3.52 1.98
C -1.89 -4.37 2.36
C -3.17 -3.85 2.54
C -3.39 -2.50 2.33
C -2.35 -1.63 1.97
P -2.66 0.17 1.74
C -4.36 0.35 0.93
C -4.33 1.67 0.16
C -4.84 -0.81 0.02
C -3.12 0.79 3.47
C -1.86 0.91 4.33
C -4.17 0.02 4.26
H 4.73 -1.18 -4.06
H 4.76 -1.65 -2.36
H 3.93 -0.17 -2.84
H 2.26 -1.45 -4.09
H 4.02 -3.84 -3.44
H 3.44 -3.26 -4.99
H 2.33 -4.07 -3.89
H -0.55 -2.20 -1.60
H 0.46 -3.07 -4.35
H -0.24 -1.49 -3.97
H -1.22 -2.95 -3.83
H 1.07 -4.71 -2.26
H -0.69 -4.66 -2.11
H 0.33 -4.28 -0.72
H 3.95 -3.63 -1.50
H 4.97 -4.68 0.46
H 4.04 -4.23 2.72
H 2.13 -2.74 2.97
H 0.54 -1.72 4.04
H 1.33 -0.55 6.06
H 2.07 1.81 5.90
H 2.05 2.95 3.73
H 0.39 4.15 0.34
H 1.98 4.73 2.88
H 1.05 5.87 1.92
H 2.47 5.10 1.21
H -0.35 3.45 3.21
H -1.26 2.96 1.78
H -1.12 4.68 2.20
H 3.11 2.99 -0.30
H 3.59 0.14 0.72
H 4.51 0.96 -0.55
H 2.81 0.53 -0.81
H 4.13 1.97 2.40
H 3.98 3.67 1.95
H 5.14 2.64 1.12
H 0.12 -3.94 1.82
H -1.71 -5.42 2.52
H -3.99 -4.50 2.83
H -4.39 -2.11 2.45
H -5.08 0.47 1.74
H -3.63 1.62 -0.68
H -4.01 2.50 0.80
H -5.32 1.91 -0.24
H -4.08 -1.57 -0.13
H -5.12 -0.43 -0.96
H -5.71 -1.31 0.45
H -3.50 1.79 3.25
H -1.46 -0.09 4.53
H -2.09 1.38 5.29
H -1.08 1.49 3.84
H -3.81 -0.97 4.52
H -5.12 -0.09 3.74
H -4.37 0.55 5.20
C -0.69 3.88 -2.30
N 0.02 3.66 -3.54
C -0.71 4.23 -4.66
C 0.37 2.24 -3.76
C -0.79 1.26 -3.76
C -1.46 1.01 -4.97
C -2.53 0.13 -5.02
C -2.93 -0.51 -3.85
C -2.24 -0.26 -2.67
C -1.15 0.63 -2.55
H -0.74 4.95 -2.10
H -0.16 3.38 -1.48
H -1.72 3.47 -2.31
H -0.84 5.30 -4.49
H -1.71 3.78 -4.80
H -0.14 4.09 -5.58
H 1.06 1.95 -2.96
H 0.91 2.19 -4.71
H -1.14 1.51 -5.88
H -3.04 -0.06 -5.96
H -3.75 -1.22 -3.87
H -2.57 -0.81 -1.78
*
```

Results
energy above the lowest of the compared OMol25 structures with the same formula, charge and spin = 0.0 kcal/mol
E_HOMO = -3.511 eV
Kohn-Sham gap = 6.1 eV
total energy = -85176.828 eV

These are the Löwdin partial charges, in e, on atoms 1 to 4:
1 Li 0.285
2 C -0.141
3 C -0.550
4 C -0.120